[1]
Formula: C5H10O
Source: the OMol25 dataset
Level of theory: ωB97M-V with the def2-TZVPD basis set

## Properties
calculated total energy = -271.5926 hartree
spin multiplicity = 1
energy relative to the best compared isomer or geometry (same formula, charge and spin) = 4.355 eV
gap between HOMO and LUMO = 0.378 hartree
charge = 0

Structure (XYZ):
```
16
Properties=species:S:1:pos:R:3:forces:R:3
C -1.2163 0.3797 0.0158 0.785 -0.259 0.685
C -1.0615 -1.0941 0.3494 0.002 -0.503 0.267
C 0.3745 -1.0014 0.8154 0.030 -0.742 0.420
C 1.3467 -0.7946 -0.3170 -0.330 -0.057 -0.132
C 0.6685 0.3683 0.3433 -1.231 -0.297 0.399
O 0.5413 1.9714 -1.3053 -0.324 1.266 -1.097
H -1.6174 0.9800 0.8372 0.355 -0.219 0.151
H -1.9596 0.5590 -0.8224 1.625 0.267 0.121
H -0.1846 1.3909 -0.9887 0.810 0.689 -0.671
H -1.7572 -1.4577 1.1031 -0.106 -0.083 0.003
H -1.1496 -1.7194 -0.5458 -0.084 0.004 0.189
H 0.6992 -1.3387 1.7852 0.118 -0.415 0.042
H 2.4029 -0.9942 -0.0976 -0.443 0.523 0.021
H 1.0779 -1.0495 -1.3374 -0.124 -0.165 0.143
H 1.3308 1.1012 0.8410 -1.154 -0.189 -0.344
H 0.5045 2.6991 -0.6762 0.071 0.181 -0.198
```
Forces are in eV/Å.

=====

[2]
Formula: C65H96BCl3N14O2PSV
Source: the OMol25 dataset
Level of theory: ωB97M-V with the def2-TZVPD basis set

## Properties
calculated total energy = -6540.3015 hartree
spin multiplicity = 3
gap between HOMO and LUMO (spin up / spin down) = 0.254 / 0.284 hartree
charge = +2

Structure (XYZ):
```
184
Properties=species:S:1:pos:R:3:forces:R:3
V -0.6564 1.9385 1.2377 0.010 1.253 -0.502
C -3.2350 0.2293 -0.8420 0.122 0.060 0.138
C -2.9147 -0.0810 0.5792 -0.524 -0.482 0.028
C -3.6430 -0.9317 1.4042 0.293 0.277 0.011
C -2.8799 -1.0839 2.5558 -0.138 0.342 -0.414
C -3.2720 -1.7963 3.7968 0.118 0.031 0.053
N -1.7673 -0.3565 2.3939 -0.517 -0.845 0.592
N -1.7975 0.2956 1.2169 -0.306 -0.209 -0.638
B -0.5337 -0.2272 3.2972 -0.142 0.413 -0.104
N 0.6952 -0.2242 2.3809 0.390 -0.987 0.698
N 0.8405 0.7574 1.4800 0.889 -0.518 -0.283
C 1.9863 0.5556 0.8221 0.597 -0.416 -0.035
C 2.5840 1.4807 -0.1768 -0.191 0.075 0.098
C 2.5736 -0.6100 1.2990 -0.474 0.194 0.048
C 1.7297 -1.0764 2.3008 0.179 0.286 -0.344
C 1.9918 -2.2393 3.1818 -0.118 -0.027 0.089
N -0.7225 1.1424 3.9746 0.171 -0.243 0.891
N -1.3376 2.1044 3.2505 -0.290 0.427 -0.332
C -1.9228 2.9415 4.1088 -0.018 -0.180 0.361
C -2.8957 4.0282 3.8086 0.053 -0.030 -0.109
C -1.6323 2.5354 5.4161 0.200 -0.172 -0.297
C -0.8863 1.3816 5.2952 -0.252 0.332 -0.069
C -0.3728 0.5000 6.3715 -0.001 -0.141 -0.094
H -2.9713 -0.6483 -1.4355 0.030 0.059 -0.085
H -4.3027 0.4052 -0.9729 0.030 0.019 -0.002
H -2.6618 1.0792 -1.2004 -0.091 0.076 -0.122
H -4.5949 -1.3798 1.1980 -0.159 -0.107 -0.070
H -3.9868 -1.1788 4.3452 0.001 -0.055 0.015
H -3.7618 -2.7331 3.5409 0.001 -0.082 0.087
H -2.4252 -1.9863 4.4476 0.047 -0.106 0.059
H -0.4803 -1.0762 4.1081 0.077 -0.323 0.185
H 2.1353 2.4685 -0.1037 0.098 0.015 -0.101
H 3.6531 1.5602 0.0056 0.112 0.024 0.006
H 2.4573 1.1020 -1.1892 -0.044 0.052 -0.019
H 3.4936 -1.0485 0.9697 0.231 -0.092 -0.039
H 2.9757 -2.1292 3.6408 -0.026 -0.019 0.035
H 1.2436 -2.3338 3.9605 -0.033 -0.107 0.072
H 2.0093 -3.1517 2.5881 -0.008 -0.046 0.029
H -2.9492 4.2717 2.7553 0.000 0.061 0.018
H -3.8854 3.7050 4.1375 -0.003 -0.014 -0.012
H -2.6311 4.9145 4.3817 -0.044 0.092 -0.100
H -1.9552 3.0222 6.3134 -0.057 0.035 0.241
H -0.5133 0.9744 7.3381 -0.001 0.016 0.032
H -0.9084 -0.4478 6.3701 -0.003 -0.106 0.074
H 0.6831 0.2849 6.2360 0.155 -0.063 0.030
C -0.1079 6.2664 -0.4647 0.426 0.074 -0.021
N -1.4221 5.6664 -0.5260 -0.084 -0.663 0.238
C -2.4262 6.5764 -1.0456 -0.270 0.076 -0.116
C -1.7306 4.4758 0.0633 -0.184 0.472 -0.997
N -1.0320 3.9425 1.0542 -0.064 -0.019 -0.333
C -0.4658 4.8291 1.9870 0.414 0.886 1.038
C -1.1148 6.0265 2.3080 0.125 -0.141 0.153
C -0.6296 6.8871 3.2706 -0.128 0.050 -0.065
C 0.5167 6.5506 3.9723 0.056 0.064 -0.054
C 1.1663 5.3714 3.6822 -0.208 0.078 -0.055
C 0.7088 4.4970 2.6843 -0.159 0.650 0.059
N 1.3385 3.2890 2.4772 -0.418 -0.445 -0.498
C 2.6414 3.2121 2.6676 0.152 -0.007 -0.319
N 3.5252 4.1630 2.2465 -0.152 -0.286 0.121
C 4.7115 4.5014 3.0064 0.156 0.041 0.098
C 3.2067 5.1060 1.2058 -0.119 0.072 -0.238
N 3.1678 2.1126 3.2617 0.005 0.110 -0.010
C 2.5014 1.5219 4.3992 -0.178 0.073 0.261
C 4.4828 1.5829 2.9844 0.195 -0.083 -0.042
N -2.7729 3.7567 -0.4594 0.191 0.263 0.238
C -3.7771 3.1991 0.4341 -0.132 -0.096 0.396
C -3.2239 3.9079 -1.8286 -0.014 0.027 -0.305
H -0.0583 7.0629 0.2876 -0.023 -0.134 -0.106
H 0.1222 6.6939 -1.4442 -0.024 -0.048 0.027
H 0.6452 5.5220 -0.2182 -0.016 0.033 0.014
H -2.1940 7.5835 -0.6972 -0.021 -0.024 0.069
H -3.4146 6.3130 -0.6829 -0.055 -0.006 0.001
H -2.4297 6.5917 -2.1366 -0.037 0.019 -0.001
H -2.0465 6.2704 1.8157 -0.057 0.037 -0.006
H -1.1664 7.7962 3.4893 -0.044 0.114 0.053
H 0.8918 7.2019 4.7456 0.047 0.055 0.108
H 2.0338 5.0904 4.2606 0.106 -0.058 0.058
H 4.7206 3.9652 3.9503 0.045 0.014 0.029
H 4.6990 5.5727 3.2189 0.011 0.002 0.032
H 5.6231 4.2710 2.4505 0.026 0.028 0.048
H 2.4417 4.6871 0.5559 -0.018 -0.007 -0.016
H 4.1064 5.2857 0.6154 -0.010 0.021 -0.030
H 2.8519 6.0617 1.6054 -0.017 -0.034 0.011
H 3.0192 1.8077 5.3238 0.009 -0.087 -0.041
H 1.4787 1.8886 4.4355 0.110 -0.090 0.016
H 2.5036 0.4337 4.3258 -0.029 0.012 -0.016
H 4.9098 2.0697 2.1131 0.038 -0.017 -0.035
H 4.3871 0.5135 2.7771 0.035 0.075 0.021
H 5.1651 1.6995 3.8317 -0.020 0.068 -0.028
H -4.4279 3.9874 0.8323 0.054 -0.104 0.028
H -3.3123 2.6557 1.2608 -0.237 0.101 -0.052
H -4.4018 2.5109 -0.1285 0.059 -0.040 0.035
H -2.3978 4.2201 -2.4617 -0.009 0.019 -0.013
H -4.0543 4.6113 -1.9348 0.038 -0.006 0.021
H -3.5745 2.9348 -2.1770 0.064 0.031 -0.011
O -1.0143 -2.4506 0.3699 0.239 1.184 0.068
P -1.1938 -3.8980 0.0948 -0.532 -1.188 0.356
C 0.5342 -4.5008 -0.3720 -0.395 0.080 0.307
C 0.8473 -5.8856 -0.9268 -0.173 -0.219 -0.074
C 0.6968 -6.0006 -2.4396 0.229 0.000 0.030
C 1.4687 -4.9040 -3.1663 -0.356 0.074 -0.119
C 1.0466 -3.5324 -2.6510 0.306 -0.046 0.060
C 1.2876 -3.4289 -1.1536 -0.191 0.366 -0.119
C -2.8164 -4.0010 -0.8680 0.504 0.038 0.213
C -3.6586 -5.2700 -0.8662 0.111 -0.245 0.004
C -3.3761 -6.2053 -2.0349 -0.306 0.104 -0.044
C -3.5771 -5.4566 -3.3486 0.330 -0.117 -0.003
C -2.5969 -4.2893 -3.4132 -0.262 0.048 -0.047
C -2.7871 -3.3306 -2.2396 0.227 0.011 -0.166
C -1.6703 -4.8011 1.6628 0.130 0.435 -0.534
C -0.8573 -4.2814 2.8466 -0.168 0.072 0.111
C -1.1389 -5.1282 4.0845 0.157 0.080 -0.024
C -0.5944 -6.5529 3.8954 0.013 0.039 -0.006
C -0.4978 -6.9267 2.4120 -0.111 -0.074 0.102
C -1.6564 -6.3364 1.6142 0.173 -0.216 -0.072
H 0.9271 -4.4615 0.6556 -0.070 -0.068 -0.038
H 0.2424 -6.6510 -0.4438 0.055 -0.082 0.081
H 1.8920 -6.0978 -0.6754 -0.016 -0.049 0.061
H -0.3574 -5.9361 -2.7096 0.013 -0.104 -0.013
H 1.0589 -6.9803 -2.7582 -0.111 -0.010 -0.007
H 1.2769 -4.9750 -4.2390 0.115 -0.036 -0.046
H 2.5413 -5.0347 -3.0056 0.082 -0.032 -0.024
H -0.0098 -3.3744 -2.8662 -0.164 0.088 -0.068
H 1.6159 -2.7490 -3.1542 -0.084 0.016 -0.008
H 1.0022 -2.4438 -0.7802 0.063 -0.003 0.039
H 2.3586 -3.5478 -0.9711 0.096 -0.080 0.083
H -3.3229 -3.2931 -0.1934 0.204 -0.052 0.046
H -4.7044 -4.9555 -0.9376 -0.057 -0.028 0.037
H -3.5505 -5.7993 0.0768 -0.137 -0.013 0.084
H -4.0532 -7.0604 -1.9819 0.103 -0.038 0.025
H -2.3524 -6.5847 -1.9843 0.056 -0.089 0.033
H -4.6055 -5.0887 -3.4054 -0.030 -0.030 -0.052
H -3.4091 -6.1259 -4.1959 -0.100 0.055 0.011
H -2.7316 -3.7356 -4.3459 0.103 -0.013 -0.009
H -1.5872 -4.6990 -3.4143 0.031 0.101 -0.074
H -3.7413 -2.8144 -2.3841 -0.006 0.070 0.000
H -1.9958 -2.5736 -2.2377 -0.095 0.151 -0.077
H -2.7040 -4.4585 1.8081 0.031 0.007 -0.024
H -1.1057 -3.2341 3.0127 0.144 0.054 -0.005
H 0.2090 -4.3344 2.6310 0.094 0.066 -0.018
H -2.2148 -5.1562 4.2640 -0.101 0.044 0.017
H -0.6809 -4.6683 4.9623 -0.073 0.006 0.048
H -1.2396 -7.2610 4.4185 0.062 -0.026 0.000
H 0.3981 -6.6270 4.3434 -0.029 -0.073 0.052
H -0.5087 -8.0131 2.3115 0.123 0.026 -0.076
H 0.4491 -6.5690 2.0036 0.073 -0.048 -0.077
H -2.5862 -6.7254 2.0357 -0.066 -0.008 -0.098
H -1.5964 -6.6858 0.5841 -0.157 -0.145 -0.050
Cl 6.4847 -1.5327 -2.4286 0.131 -0.050 0.074
C 5.0586 -0.9411 -3.1876 -0.307 0.058 -0.178
C 4.2656 -1.7935 -3.9449 0.095 0.049 0.110
C 3.1258 -1.2921 -4.5409 0.068 0.208 0.063
C 2.7208 0.0320 -4.3792 0.006 0.157 -0.144
C 1.4227 0.4551 -5.0475 -0.166 -0.175 0.156
C 0.1840 0.2290 -4.1395 0.126 -0.269 -0.931
N 0.1125 1.0821 -2.9789 -0.001 0.092 0.534
C 0.2047 2.4391 -3.0185 -0.206 0.687 0.356
C 0.0198 2.8735 -1.7425 0.024 0.210 -0.721
N -0.2216 1.8086 -0.9241 -0.196 -0.181 0.405
C -0.1506 0.7409 -1.7005 0.049 -0.299 0.128
O 1.4097 1.7863 -5.4990 -0.372 -0.290 0.177
C 2.2487 2.0482 -6.6159 0.090 0.190 -0.262
C 1.7290 1.4615 -7.8947 -0.328 0.189 0.128
C 0.5381 1.8168 -8.4658 0.130 -0.396 -0.331
Cl -0.5796 2.9514 -7.8477 -0.116 0.137 0.039
S 0.2320 0.9805 -9.9496 0.334 0.188 0.528
C 1.7274 0.1483 -9.8031 -0.286 0.093 -0.070
C 2.4032 0.4905 -8.6781 -0.057 -0.047 -0.107
C 3.5512 0.8708 -3.6398 0.071 -0.320 -0.083
Cl 3.2230 2.5549 -3.4304 0.374 0.313 0.128
C 4.7150 0.3932 -3.0533 0.038 -0.070 0.055
H 4.5433 -2.8272 -4.0744 0.075 -0.096 -0.013
H 2.5309 -1.9421 -5.1653 -0.099 -0.109 -0.068
H 1.2749 -0.2196 -5.9078 -0.052 0.041 0.164
H 0.1704 -0.8121 -3.8106 -0.019 0.083 -0.013
H -0.6954 0.4245 -4.7634 0.056 -0.111 0.120
H 0.4057 2.9585 -3.9305 0.044 0.091 -0.131
H 0.0800 3.8787 -1.3862 0.012 0.140 0.056
H -0.2913 -0.2710 -1.3618 -0.022 -0.267 0.066
H 3.2657 1.6820 -6.4309 -0.050 0.085 0.030
H 2.2712 3.1397 -6.6844 0.099 -0.142 0.017
H 2.0179 -0.5433 -10.5682 0.089 -0.172 -0.145
H 3.3589 0.0787 -8.4088 0.229 -0.087 0.022
H 5.3518 1.0697 -2.5059 0.061 0.042 0.067
```
Forces are in eV/Å.

=====

[3]
Formula: C4H12
Source: the OMol25 dataset
Level of theory: ωB97M-V with the def2-TZVPD basis set

## Properties
SMILES = CC.CC
calculated total energy = -159.4927 hartree
spin multiplicity = 1
energy relative to the best compared isomer or geometry (same formula, charge and spin) = 2.510 eV
gap between HOMO and LUMO = 0.420 hartree
charge = 0

Structure (XYZ):
```
16
Properties=species:S:1:pos:R:3:forces:R:3
C 0.2782 1.9937 1.0694 -2.297 -1.032 1.433
C 0.6104 2.2528 -0.3996 -0.830 1.873 -0.470
H -0.7693 2.1883 1.5190 1.163 1.443 -1.390
H -0.0964 0.8850 1.1186 2.614 1.092 0.719
H 1.0020 2.5907 1.7651 -1.027 -2.188 -0.892
H -0.1457 1.6720 -1.0941 1.529 1.557 1.161
H 0.5570 3.5054 -0.4995 0.329 -3.574 -0.532
H 1.6608 1.8371 -0.5833 -1.468 0.908 0.000
C -0.3767 -1.9640 0.3383 1.395 -5.648 1.032
C -0.4812 -2.2958 -1.1244 0.665 2.746 0.718
H -1.0482 -2.6139 0.9930 0.757 0.976 -0.864
H 0.6394 -2.0641 0.7371 0.222 -1.109 -0.101
H -0.4222 -1.0262 0.6177 -1.567 5.063 0.675
H -0.4485 -3.2940 -1.3604 -0.962 -2.526 -0.217
H 0.3677 -1.9642 -1.7048 0.365 0.812 0.005
H -1.3273 -1.7027 -1.3922 -0.889 -0.393 -1.277
```
Forces are in eV/Å.

=====

[4]
Formula: C4H11NS
Source: the OMol25 dataset
Level of theory: ωB97M-V with the def2-TZVPD basis set

## Properties
SMILES = NCCCCS
calculated total energy = -611.9115 hartree
spin multiplicity = 1
energy relative to the best compared isomer or geometry (same formula, charge and spin) = 0.834 eV
gap between HOMO and LUMO = 0.369 hartree
charge = 0

Structure (XYZ):
```
17
Properties=species:S:1:pos:R:3:forces:R:3
N -1.8035 -1.9499 -1.1924 -1.052 -0.363 -1.995
C -0.9817 -0.7684 -1.1653 1.561 -0.312 1.708
C -0.5907 -0.3610 0.3500 1.491 -0.211 -3.256
C 0.6406 0.6240 0.1657 -1.233 -3.330 -1.971
C 1.1453 1.0212 1.4334 1.206 1.144 2.273
S 2.6083 2.0682 1.2807 1.167 -0.592 0.786
H -1.8419 -2.2442 -2.1771 -0.464 0.166 0.483
H -1.5311 -2.7945 -0.7399 0.885 -0.112 0.895
H -0.0510 -0.8454 -1.8218 -0.838 0.065 0.946
H -1.5894 0.0181 -1.5738 -0.153 0.573 -0.222
H -1.4451 0.1848 0.7363 0.003 -0.310 0.601
H -0.2706 -1.2844 0.8962 -0.569 0.893 -0.158
H 0.3189 1.3894 -0.4887 -0.444 1.370 -0.352
H 1.4571 0.1496 -0.4389 -0.670 -0.073 0.602
H 0.4212 1.5472 2.0285 -0.460 0.288 0.296
H 1.4409 0.1592 2.0426 0.178 0.126 -0.168
H 2.0725 3.0863 0.6647 -0.608 0.679 -0.468
```
Forces are in eV/Å.